[1]
88
Properties=species:S:1:pos:R:3:forces:R:3 method="wB97M-V/def2-TZVPD" s2=2.003 spin_multiplicity=3 e_lumo_ev="0.514 / 0.515" gap_ha="0.209 / 0.207" homo_energy_ev="-5.17 / -5.12"
Ni 0.5237 0.0946 -0.3190 -0.4726 0.3439 -1.1147
C -0.1826 3.4545 2.5484 1.3046 -1.2363 -1.1605
C -1.5397 2.7308 2.6474 -0.4512 1.9177 0.7185
C -2.6140 3.8733 2.8127 -0.1877 0.6682 -0.1341
C -4.0260 3.5254 2.4230 -0.4498 -1.1693 -0.1079
C -4.0349 2.9812 1.0181 -0.4329 -0.4082 -1.2856
C -3.1699 1.7451 0.8779 1.4203 -0.4020 0.1863
N -1.8465 2.0363 1.4340 1.3050 -0.2287 -2.1423
O -0.8407 1.1061 0.9809 -0.1609 -0.4164 0.9841
C -3.0294 1.4690 -0.6570 -0.9578 -0.6999 1.0441
C -3.8008 0.5032 1.5555 -0.4669 -0.4860 -0.2153
C -1.4556 1.9016 3.9319 -0.0182 -1.5134 0.1965
H 0.6076 2.7143 2.3661 -0.2644 -0.4975 0.2524
H 0.1928 3.9583 3.4391 -0.6690 0.4883 0.0045
H -0.0471 3.9872 1.6040 -0.5847 0.7520 0.3008
H -2.3958 4.7335 2.1722 0.6889 -0.0912 0.0159
H -2.6888 4.2648 3.8304 0.6142 -0.1777 0.1511
H -4.7463 4.3335 2.5570 0.2435 0.2249 0.0402
H -4.3415 2.7181 3.0948 -0.3496 -0.0350 -0.0613
H -3.6925 3.6221 0.1977 0.4576 0.8003 0.6884
H -5.0018 2.7169 0.5749 -0.4489 -0.1113 0.7973
H -2.3804 2.1192 -1.2358 0.0705 0.2132 0.4273
H -4.0700 1.5574 -0.9866 0.0503 -0.0029 -0.5341
H -2.7328 0.4321 -0.8131 0.2411 0.1075 -0.1042
H -3.3885 -0.4240 1.1519 0.3465 0.1105 0.0518
H -4.8786 0.4004 1.3914 -0.0837 0.3088 -0.1559
H -3.6632 0.4631 2.6350 0.1362 0.2275 -0.0318
H -2.2978 1.2094 3.9969 -0.0780 0.0936 0.1548
H -1.3526 2.3969 4.8993 -0.2562 0.6421 -0.2783
H -0.5679 1.2632 3.8975 -0.0275 -0.1150 -0.2957
C 3.8531 -2.3941 -1.7029 1.4113 -0.6910 -0.0242
C 3.2425 -1.0054 -1.8173 -0.7262 0.8917 2.1363
C 3.4200 -0.3970 -3.1995 -0.3391 -0.9953 -0.5620
O 1.9460 -0.9904 -1.3225 -0.8045 -0.3377 -0.5999
H 3.3365 -3.2444 -2.1576 -0.3226 0.4887 -0.6771
H 4.0621 -2.8124 -0.7149 -0.5365 0.8468 0.5069
H 4.8769 -2.3384 -2.0949 -0.0607 -0.2045 -0.4950
H 3.8286 -0.3470 -1.1514 0.5527 -0.0909 0.1181
H 4.4651 -0.2080 -3.4514 0.0510 -0.0168 0.0755
H 2.8450 0.5166 -3.3489 -0.0583 0.0028 0.2082
H 3.0487 -1.1745 -3.8771 -0.0584 0.3018 -0.4608
C 4.4599 -3.7470 1.8721 0.9158 0.4037 0.9956
O 3.4132 -2.8113 1.7475 -0.1669 -0.3640 0.0258
C 2.0989 -3.3616 1.7738 0.1821 1.3888 -0.2278
C 1.0550 -2.2491 2.1173 0.4246 -2.4388 0.5890
O 1.1372 -1.0610 1.3922 0.1511 0.4936 0.6399
C 1.8946 -0.0915 2.1042 1.5163 0.9352 0.2020
C 2.7165 0.8911 1.1935 0.3333 -0.3948 1.1665
O 1.9808 1.5531 0.1625 0.7274 -0.1114 0.2695
C 2.7503 2.4942 -0.5905 -0.4954 1.2719 -0.2818
H 4.6962 -4.3926 1.0242 -0.6657 -0.0557 -0.2305
H 4.3936 -4.3208 2.8026 -0.5515 -0.4340 -0.1691
H 5.3856 -3.2000 2.0684 -0.1165 0.4200 -0.3569
H 2.0134 -4.1107 2.5658 -0.0310 -0.1831 -0.0124
H 1.8497 -3.7962 0.8037 0.1259 -0.1011 -0.0951
H 1.0868 -2.1320 3.2037 0.3194 0.8379 0.0004
H 0.1298 -2.8290 2.0406 -0.5324 0.7384 -0.7761
H 2.6633 -0.5928 2.6998 0.2754 -0.2070 -0.4165
H 1.3548 0.4267 2.9005 -0.8870 0.2037 -0.6871
H 3.6336 0.3899 0.8728 -0.4615 -0.4234 -0.9381
H 3.1701 1.6242 1.8707 -0.5661 0.3705 0.2155
H 3.4049 3.1171 0.0231 0.3266 -0.6738 0.4725
H 2.1088 3.2859 -0.9852 -0.7205 -0.4610 0.0692
H 3.2828 2.1516 -1.4775 0.1201 -0.8750 0.3560
C -1.5185 -2.3815 -0.4555 0.1130 0.7358 0.0813
O -0.8122 -1.4428 -0.7818 0.0884 -0.4221 -0.3140
N -1.2473 -3.6843 -0.6223 -0.6197 0.0446 -0.1719
C -2.2700 -4.6084 -0.1955 -0.5131 -1.6928 -0.4091
C -0.1161 -4.1754 -1.3976 0.7181 0.0817 0.6638
H -2.4909 -2.1875 0.0170 0.0081 -0.1231 0.1542
H -2.5806 -5.2648 -1.0158 -0.1998 0.4865 -0.4230
H -3.1580 -4.1350 0.2157 0.1557 0.3505 -0.1570
H -2.0048 -5.3965 0.5173 0.8181 0.5773 0.4456
H 0.5649 -3.3674 -1.6709 -0.2026 0.3177 0.2498
H 0.4340 -4.8433 -0.7320 0.1389 -0.2096 -0.2526
H -0.3618 -4.7083 -2.3165 -0.5581 -0.0392 0.1370
C -0.1107 0.6317 -3.3123 -1.2801 -0.9026 0.2868
O -0.1039 1.0446 -2.1591 0.5262 0.2713 0.2836
N -0.7538 1.2488 -4.3087 1.6669 0.9012 -0.1428
C -0.7327 0.6698 -5.6328 -0.7555 -0.1072 -0.2592
C -1.5107 2.4478 -4.0316 -1.2455 0.1239 -0.3982
H 0.1539 -0.3938 -3.6108 0.8428 0.1643 0.3686
H 0.1023 -0.0048 -5.8121 0.0142 -0.0783 0.4800
H -0.6531 1.4216 -6.4178 -0.1722 0.2070 0.1906
H -1.6740 0.1234 -5.7382 0.0692 -0.0889 -0.5454
H -1.2047 2.9563 -3.1231 0.0309 -0.4653 0.1786
H -1.5455 3.2170 -4.8056 0.6712 -0.3638 -0.4184
H -2.5485 2.1020 -3.9833 -0.1660 0.3873 0.5428

***

[2]
52
Properties=species:S:1:pos:R:3:forces:R:3 method="wB97M-V/def2-TZVPD" e_lumo_ev=-8.362 gap_ha=0.064 homo_energy_ev=-10.10 charge=+1
Pb 1.7448 19.4484 -33.8032 0.4215 -2.7064 2.0964
Cl 1.3935 17.4860 -30.2434 -2.5537 -1.4666 1.0925
O 0.6969 18.2655 -29.2570 0.1707 -0.5549 -1.0009
O 1.9592 18.3899 -31.2237 1.2738 3.0059 -3.1373
O 2.4343 16.7475 -29.6727 2.0643 -0.4808 1.1478
O 0.5916 16.5528 -30.9793 -1.0088 0.4457 -0.0219
C 5.3159 15.1775 -31.7215 -0.6050 -0.6011 -0.7975
C 4.4598 14.0041 -32.3174 1.7837 1.1392 0.9217
C 3.0142 14.3275 -32.5404 -0.4506 0.7942 -0.6126
C 2.7316 15.5968 -33.2821 0.0459 -0.4400 0.1891
N 2.4708 16.5590 -33.8629 -0.1293 1.0710 0.2141
H 5.3686 15.9884 -32.4480 0.0065 0.1928 0.0120
H 6.3406 14.8509 -31.5442 -0.1291 -0.0441 0.1272
H 4.8738 15.5594 -30.8013 0.0519 -0.0394 0.0423
H 4.4709 13.2335 -31.5466 -0.0233 -0.3985 -0.3882
H 4.9051 13.6584 -33.2502 0.1201 -0.1814 0.1782
H 2.5232 14.4173 -31.5714 -0.4027 -0.0719 -0.1960
H 2.6393 13.5019 -33.1453 -0.7093 0.1474 0.1843
C -1.6090 14.4143 -27.4428 0.7041 -1.9938 0.3486
C -2.6701 15.4195 -27.1908 0.3194 0.9823 -0.2560
C -2.2199 16.7497 -27.8022 0.3476 -0.0637 -0.3046
C -3.1666 17.8273 -27.6839 -1.6561 1.2964 0.3587
N -3.9888 18.6387 -27.5957 0.9865 -0.7760 -0.1225
H -0.6468 14.6774 -27.0033 0.1024 0.4224 -0.1431
H -1.4326 14.0578 -28.4576 -0.1795 0.4694 -0.2127
H -1.8591 13.5089 -26.8898 -0.1161 -0.2291 -0.0301
H -2.7384 15.4711 -26.1041 -0.5943 0.3688 -0.0735
H -3.6175 15.1735 -27.6703 -0.0819 -0.2609 0.3982
H -2.0863 16.5929 -28.8726 0.1575 -0.0669 -0.1531
H -1.2548 17.0965 -27.4327 0.0688 -0.1377 0.1715
C 2.9274 19.9085 -25.4793 -0.2216 -0.8890 0.5483
C 2.2258 18.9073 -26.4044 1.0911 0.2179 -0.3072
C 2.2106 17.4208 -25.9547 1.2241 0.6321 -0.0412
C 3.5589 16.8840 -25.5136 2.8956 -0.3655 1.2887
N 4.6411 16.5433 -25.1544 -4.2460 1.2114 -1.5060
H 2.4063 19.9301 -24.5222 -0.2833 0.6713 -0.0361
H 3.0091 20.8673 -25.9912 -0.2064 0.0945 0.4203
H 3.9236 19.5933 -25.1688 0.2134 -0.1511 -0.4900
H 2.7345 19.0273 -27.3609 -0.1284 -0.4248 -0.2492
H 1.1919 19.2126 -26.5656 -0.0348 -0.0787 0.0212
H 1.9351 16.8116 -26.8156 -0.4665 -0.0971 0.2438
H 1.4828 17.4182 -25.1433 0.1492 -0.8149 0.0713
N 2.2214 13.5064 -29.3487 2.2054 0.5027 0.9466
C 1.1053 12.9232 -29.7477 -2.0574 -1.2027 -0.3059
C 1.2534 11.5437 -29.6333 -0.2634 0.1338 -0.7637
C 2.5787 11.2943 -29.2432 1.1025 1.8216 0.9647
C 3.1541 12.5556 -28.9941 -0.2675 -0.9072 -0.5064
H 2.3069 14.4918 -29.1443 0.0544 -0.0783 -0.1501
H 0.2940 13.5619 -30.0642 -0.2120 -0.3397 0.0607
H 0.5399 10.7579 -29.8327 -0.1550 0.3196 -0.1940
H 3.1006 10.3639 -29.0746 -0.2749 -0.0119 -0.0332
H 4.1270 12.8426 -28.6233 -0.1036 -0.0664 -0.0150

***

[3]
35
Properties=species:S:1:pos:R:3:forces:R:3 method="wB97M-V/def2-TZVPD" e_lumo_ev=2.284 gap_ha=0.315 homo_energy_ev=-6.28 charge=-1
O -2.2942 -0.4382 2.1938 1.3514 0.3435 -0.3810
H 3.5585 1.0097 -1.4420 0.6999 -0.2023 0.6800
H -1.7004 1.3753 -1.5681 -0.7556 -0.2266 -0.0109
O 1.4279 0.5694 1.1833 2.7435 -0.9040 0.8310
H 2.3550 0.1637 1.3353 -2.3348 0.6155 -0.6093
H 1.5673 1.3658 1.7209 -0.4383 0.2978 -0.2209
O -0.9500 -1.4818 -0.0282 0.3992 0.2911 -0.3385
H -0.0211 -1.2085 0.0966 -0.5722 -0.1429 0.5313
O -0.9573 1.0116 -1.0993 0.2101 -0.3581 0.4856
H 1.1093 3.0653 -1.3480 -0.4386 -0.7108 0.2593
H -1.1920 0.1372 -0.6591 0.0774 0.1069 -0.4782
O 3.1894 1.8932 -1.3837 0.2465 -0.6467 -0.5746
H 0.2217 -3.4606 -3.4647 0.7425 -0.7755 1.1936
H -0.5775 2.5966 2.6021 -0.0777 -0.3501 -0.1493
O -0.7806 -3.4846 1.6662 -0.9205 0.7741 -0.2569
H -4.0899 -0.7998 0.8007 0.7195 0.0456 0.6367
H 1.9301 3.9372 1.9050 -0.9326 0.3501 -0.0702
O 0.6391 2.7562 -2.1273 -0.5498 -0.7829 -1.1939
H 0.1048 1.8911 -1.9780 1.2932 1.7262 0.9107
H -1.0731 -2.7764 0.9961 0.6539 -0.3709 0.8185
O -0.1873 -1.8897 -2.5285 -0.8925 0.3342 1.3709
H 0.4456 -1.1874 -2.4512 0.4737 0.6663 -0.2871
H -0.4600 -1.9601 -1.5305 -0.4362 0.3611 -1.1992
O 0.6681 -4.1458 -2.9000 -0.0821 -0.6566 -1.5359
H 0.2697 -3.9834 -2.0493 -0.0798 0.1901 0.2245
H 0.1813 3.7520 3.1297 0.0033 0.9775 0.4509
O -3.8954 -1.3378 0.0422 -1.3713 -0.3227 -1.3596
H -1.4998 0.1150 2.3418 -0.7033 -0.1943 0.3338
H 3.2802 3.6477 1.2878 -0.8043 -0.6844 1.0038
O 2.6559 3.3421 2.0009 2.2166 0.2328 -1.1797
H -3.0467 -1.7717 0.0850 0.5152 0.2665 0.3966
H -0.2312 -4.0105 1.1050 0.6083 -0.7107 -0.3503
O 0.2912 2.8328 2.9415 -0.4432 -0.6582 -0.1181
H -1.8844 -0.9491 1.4422 -0.3810 0.1375 0.2192
H 2.5260 1.7444 -2.0692 -0.7405 0.9814 -0.0327

***

Asked for energy above the lowest of the compared OMol25 structures with the same formula, charge and spin across the records above, the calculation gives 40.8, 0.0, 71.8 kcal per mole in order.
Asked for largest force on an atom across the records above, the calculation gives 2.54, 4.67, 3.01 eV/A in order.